<1>
C4H8O2 | the ωB97M-V functional and the def2-TZVPD basis

```
14
Properties=species:S:1:pos:R:3:nbo_charge:R:1
C 0.42 -0.82 0.25 -0.505
C -1.01 -0.60 0.21 0.139
O -1.45 0.61 -0.20 -0.490
C -0.39 1.36 -0.81 0.209
O 0.61 1.62 0.10 -0.524
C 1.20 0.43 0.67 -0.104
H -0.11 -2.17 0.45 0.160
H 0.88 -1.30 -0.60 0.222
H -0.94 -2.21 -0.13 -0.029
H -1.71 -1.00 0.93 0.209
H -0.82 2.31 -1.12 0.191
H -0.03 0.78 -1.68 0.152
H 1.18 0.58 1.75 0.186
H 2.25 0.37 0.35 0.183
```

## Properties
frontier orbital gap = 9.334 eV
net charge = 0
E_LUMO = 0.5 eV


<2>
C4H8O2 | the ωB97M-V functional and the def2-TZVPD basis

```
14
Properties=species:S:1:pos:R:3:nbo_charge:R:1
O -0.38 1.04 1.43 -0.665
C -0.39 -0.22 1.90 0.181
C -1.12 -1.25 1.46 -0.604
C 0.90 0.15 -1.37 0.133
O -0.35 -0.41 -1.30 -0.707
C 1.09 1.31 -1.98 -0.513
H -0.92 1.07 0.63 0.487
H 0.31 -0.31 2.72 0.181
H -1.87 -1.13 0.68 0.205
H -1.04 -2.21 1.95 0.220
H 1.70 -0.42 -0.90 0.173
H -0.29 -1.19 -0.74 0.493
H 0.26 1.85 -2.43 0.206
H 2.09 1.73 -2.03 0.210
```

## Properties
frontier orbital gap = 9.963 eV
net charge = 0
SMILES string = C=CO.C=CO
E_LUMO = 1.0 eV


Ranking the structures above by energy, <2> is first and the second is 0.1435 hartree behind.